Entry 1:
Density functional theory data (wB97M-V/def2-TZVPD) for the ion C15H20NO2 with charge +1.

Results
Charge = +1
Energy relative to the best compared isomer or geometry (same formula, charge and spin) = 1.550 eV
Kohn-Sham gap = 0.329 Ha
Maximum force = 4.2 eV Å⁻¹

Each line ends with the Löwdin charge.
Geometry (Å):
O -0.710 1.596 2.415  0.132
O 0.330 -1.615 -0.121  -0.101
N 0.648 1.343 -0.868  -0.249
C -0.080 0.697 0.231  -0.134
C -2.657 -3.636 0.561  -0.037
C 0.064 -4.022 0.168  0.032
C -0.507 -2.707 0.133  -0.266
C 0.446 3.185 1.051  -0.147
C -0.165 1.776 1.334  -0.284
C 2.005 1.818 -0.494  -0.095
C -0.171 2.519 -1.433  -0.039
C -1.856 -2.543 0.244  -0.039
C -0.703 -5.117 0.666  -0.062
C 0.379 -0.622 0.893  -0.085
C -0.480 3.507 -0.247  -0.069
C 0.856 0.390 -1.971  -0.005
C -2.019 -4.860 0.885  -0.096
C 1.874 2.905 0.550  -0.123
H -0.293 4.667 -0.478  0.162
H 2.346 3.864 0.231  0.142
H -0.110 -0.047 -2.359  0.143
H 0.320 2.945 -2.305  0.144
H -2.650 -5.695 1.093  0.099
H 1.272 0.992 -2.787  0.110
H -0.337 -0.947 1.670  0.157
H -0.332 -6.127 0.754  0.112
H 1.119 -4.193 0.064  0.105
H 2.490 2.678 1.383  0.113
H 1.315 -0.498 1.396  0.134
H -1.018 0.499 -0.221  0.155
H 2.699 0.961 -0.157  0.180
H 1.605 -0.459 -1.787  0.149
H 0.443 3.898 1.881  0.160
H -2.243 -1.574 0.054  0.106
H 2.518 2.283 -1.294  0.126
H -3.744 -3.570 0.665  0.116
H -1.589 3.585 0.016  0.140
H -1.065 2.125 -1.818  0.117

Entry 2:
Density functional theory data (wB97M-V/def2-TZVPD) for an isolated molecule of C15H20O3Si.

Results
Energy relative to the best compared isomer or geometry (same formula, charge and spin) = 0.063 eV
Kohn-Sham gap = 0.320 Ha
Maximum force = 3.2 eV Å⁻¹

Each line ends with the Löwdin charge.
Geometry (Å):
Si -1.136 -0.642 0.694  0.494
O 4.229 0.387 -2.971  0.117
O 0.246 0.340 0.945  -0.137
O 4.798 1.052 -5.118  0.080
C 3.381 -0.374 -0.818  0.004
C 2.268 1.419 -1.967  -0.133
C 1.264 1.369 -0.999  0.047
C -2.172 -0.443 2.236  -0.638
C -1.216 -0.844 3.335  -0.110
C -2.236 -0.039 -0.701  -0.143
C 4.095 1.177 -4.103  -0.409
C 2.420 -0.403 0.142  -0.010
C 1.312 0.425 0.034  -0.281
C -2.600 1.005 2.413  -0.092
C -0.606 -2.384 0.367  -0.128
C 3.146 2.271 -4.072  0.013
C -3.391 -1.403 2.119  -0.072
C 3.340 0.483 -1.916  -0.162
C 2.230 2.330 -3.102  0.006
H 0.428 2.055 -1.013  0.129
H -1.505 -2.893 -0.007  0.046
H 0.143 -2.465 -0.399  0.031
H 3.170 2.954 -4.923  0.131
H -0.956 -1.912 3.237  0.077
H -1.612 0.140 -1.565  0.017
H 2.498 -1.053 0.977  0.120
H -1.734 1.674 2.242  0.088
H -0.290 -0.264 3.272  0.077
H 1.445 3.055 -3.133  0.114
H -3.099 -0.706 -0.984  0.058
H -1.649 -0.675 4.335  0.091
H -3.982 -1.210 1.213  0.072
H -3.012 -2.426 2.047  0.071
H -0.323 -2.887 1.274  0.028
H -2.646 0.937 -0.373  0.036
H -4.060 -1.375 2.978  0.082
H 4.195 -1.085 -0.849  0.127
H -2.988 1.112 3.429  0.083
H -3.398 1.298 1.721  0.074